# 1
C22H20AlN4SSiTe as an isolated structure, computed with wB97M-V/def2-TZVPD.

XYZ file:
```
50
Properties=species:S:1:pos:R:3
Al 1.42829 0.43656 0.34339
N 4.78413 3.07275 0.30126
C 5.58984 1.95599 0.23446
C 4.75539 0.88715 0.21055
N 3.44568 1.32814 0.26546
C 3.51530 2.64600 0.31779
C 2.26129 3.36076 0.32511
N 1.17672 2.61877 0.22536
C 0.10933 3.49215 0.25437
C 0.58146 4.76116 0.36630
N 1.95743 4.66243 0.41016
H 5.10509 4.02663 0.32998
H 6.66053 2.02118 0.20600
H 5.01174 -0.15281 0.14637
H -0.90903 3.15594 0.18693
H 0.07563 5.70660 0.41491
H 2.59527 5.43439 0.51191
C -4.02318 3.12274 -1.07711
C -3.14733 2.43409 -1.90750
C -2.23771 1.54156 -1.36359
C -2.18489 1.31374 0.01468
C -3.07699 2.01067 0.83251
C -3.98983 2.90836 0.29155
Si -0.99118 0.08218 0.77629
C -1.41722 -1.63266 0.17326
C -1.10672 -2.01634 -1.13220
C -1.51861 -3.23876 -1.63643
C -2.24866 -4.10341 -0.83404
C -2.56354 -3.74179 0.46659
C -2.14977 -2.51655 0.96491
H -4.73581 3.81795 -1.49975
H -3.17936 2.59041 -2.97759
H -1.56641 1.00955 -2.02858
H -3.06406 1.85019 1.90289
H -4.67825 3.43417 0.93961
H -1.24027 0.15155 2.24040
H -0.52861 -1.35649 -1.77446
H -1.26594 -3.52213 -2.64899
H -2.56856 -5.06061 -1.22260
H -3.13027 -4.41669 1.09350
H -2.41099 -2.24211 1.97967
Te 2.77340 -1.74144 0.35384
C 1.68985 -3.51056 0.19082
C 0.99437 -4.16468 1.16501
C 0.63432 -5.48401 0.78129
C 1.08105 -5.80526 -0.46289
S 1.93689 -4.51405 -1.17907
H 0.75326 -3.72547 2.12040
H 0.07178 -6.15963 1.40555
H 0.94508 -6.72830 -0.99827
```

Results
charge = +1
spin multiplicity = 1
DFT total energy = -61697.9458 eV

Atomic partial charges in e from the natural (NBO) method, atoms 1 to 2: number 1, Al, carries 1.1865; number 2, N, carries -0.4736

***

# 2
C22H20BN11O2PtSe as an isolated structure, computed with wB97M-V/def2-TZVPD.

XYZ file:
```
58
Properties=species:S:1:pos:R:3
Pt 0.36564 -0.49951 -1.97453
C -3.03946 -1.35037 -0.14935
C -2.47486 -1.35031 -1.39683
N -1.64941 -0.31082 -1.62577
N -0.60148 0.70265 0.38064
C -2.51841 -0.19094 0.61690
B 0.76190 1.42389 0.30150
N 0.69841 2.23972 -1.00956
C 0.97887 3.50335 -1.37111
C 0.83239 3.61224 -2.73912
C 0.47970 2.33220 -3.16521
N 0.40899 1.52389 -2.11411
N 2.00614 0.44062 0.13354
C 3.14392 0.29424 0.84170
C 3.97820 -0.58948 0.18743
C 3.27942 -0.95794 -0.95735
N 2.11498 -0.32993 -0.98910
N 0.94363 2.32270 1.51547
C 0.31868 3.49966 1.76900
C 0.54580 3.83061 3.08129
C 1.32936 2.77198 3.57056
N 1.55036 1.86367 2.63713
H -3.71443 -2.10056 0.23435
H -2.58489 -2.10711 -2.16215
H -4.06203 1.24762 0.96132
H 1.26972 4.23842 -0.64123
H 0.97189 4.48976 -3.34347
H 0.28855 1.95284 -4.15502
H 3.27312 0.83234 1.76200
H 4.95593 -0.91339 0.49372
H 3.54644 -1.63803 -1.74790
H -0.26801 4.00255 1.01880
H 0.21201 4.71005 3.60268
H 1.74113 2.63553 4.55756
O -0.85108 -2.52882 -3.88067
C -0.23944 -3.14542 -3.03689
C -0.07868 -4.64844 -2.93920
C 0.77838 -4.84241 -1.69618
C 0.95668 -3.44495 -1.13015
O 1.54562 -3.22108 -0.07665
N 0.39282 -2.52765 -1.96335
H 0.35264 -5.03023 -3.86261
H -1.07174 -5.08872 -2.84190
H 1.76720 -5.25429 -1.89907
H 0.32001 -5.47433 -0.93672
Se 0.60439 -2.06018 2.15078
N -0.36797 -1.56612 0.88229
C -1.05623 -0.34428 1.25761
C -1.77092 0.63526 -0.45992
C -3.48045 0.53233 1.54838
C -2.87892 1.22443 2.73715
C -1.71968 0.90816 3.32700
C -0.90248 -0.12323 2.73888
N -0.07872 -0.88551 3.37689
H -2.18550 1.58275 -0.81079
H -4.21749 -0.17796 1.93992
H -3.50185 1.98015 3.20172
H -1.39876 1.36844 4.24979
```

Results
charge = +1
spin multiplicity = 2
DFT total energy = -112887.1686 eV

Atomic partial charges in e from the natural (NBO) method, atoms 1 to 2: number 1, Pt, carries 0.9938; number 2, C, carries -0.1381

***

# 3
C22H20CaF5N6OS2 as an isolated structure at a distorted geometry, computed with wB97M-V/def2-TZVPD.

XYZ file:
```
57
Properties=species:S:1:pos:R:3
Ca -0.46284 0.13861 -0.58578
N -3.21336 3.43957 -2.18081
C -2.41153 2.50951 -1.53657
S -1.03407 1.99119 -2.43204
N -2.84526 2.19146 -0.34570
N -2.22570 1.15965 0.32124
C -2.59133 1.02443 1.54512
C -2.20966 -0.04616 2.44531
C -2.77336 -0.05221 3.72724
C -2.52583 -1.05385 4.64381
C -1.71310 -2.12397 4.26291
C -1.14019 -2.15341 3.01189
C -1.31425 -1.10128 2.07238
O -0.66685 -1.10444 0.96255
H -2.73917 3.96434 -2.89456
H -3.82258 3.96815 -1.57533
H -3.29806 1.75827 1.94246
H -3.43730 0.76402 3.99607
H -2.96495 -1.02006 5.63278
H -1.52403 -2.93187 4.96129
H -0.51484 -2.98367 2.70377
C 1.37448 0.61926 3.93044
C 2.19732 0.68360 2.63627
C 2.61442 -0.72434 2.18859
C 3.42387 1.58463 2.83275
C 1.37450 1.27735 1.57662
N 0.74360 1.80023 0.77039
H 1.99197 0.20839 4.73117
H 0.50506 -0.01934 3.80116
H 1.03105 1.61170 4.22713
H 3.17476 -1.20720 2.99210
H 3.23518 -0.68177 1.29460
H 1.73249 -1.31789 1.94996
H 4.08732 1.13731 3.57400
H 3.12409 2.57468 3.17940
H 3.97199 1.69830 1.89689
F 3.84388 1.38209 -6.05973
C 3.33316 0.73442 -5.00218
C 3.24981 1.35128 -3.76749
F 3.68843 2.60985 -3.63512
C 2.73968 0.66650 -2.68581
F 2.70395 1.30149 -1.50955
C 2.28357 -0.66093 -2.75381
S 1.72848 -1.53158 -1.38221
C 2.36665 -1.23270 -4.03492
F 1.93172 -2.48741 -4.22527
C 2.88282 -0.56687 -5.12645
F 2.96303 -1.17637 -6.32017
N -3.48954 -2.01521 -3.05724
C -2.39954 -2.65951 -3.59644
C -1.32302 -2.21884 -2.88642
N -1.73864 -1.32338 -1.93206
C -3.03753 -1.22103 -2.05886
H -4.43916 -2.10722 -3.36342
H -2.48152 -3.34836 -4.41837
H -0.28593 -2.49186 -2.98325
H -3.67411 -0.58757 -1.46075
```

Results
charge = -1
spin multiplicity = 1
DFT total energy = -87828.4771 eV

Atomic partial charges in e from the natural (NBO) method, atoms 1 to 2: number 1, Ca, carries 1.6887; number 2, N, carries -0.8223

***

# 4
One molecule with the formula C22H20ClFN2O2 at a distorted geometry, computed with wB97M-V/def2-TZVPD.

XYZ file:
```
48
Properties=species:S:1:pos:R:3
C -0.73171 2.31091 -1.81236
O -0.16643 2.33708 -0.47873
C -1.06882 2.26476 0.57067
C -1.97397 3.37160 0.82280
C -2.92273 3.30223 1.82715
Cl -4.05334 4.61097 2.12578
C -2.90828 2.19022 2.65315
C -2.05458 1.10987 2.42563
C -1.12576 1.13763 1.42307
C -0.24458 -0.09440 1.24162
C -0.24478 -0.65008 -0.15241
N -1.40641 -0.93960 -0.83296
C -1.09904 -1.63945 -2.00817
C -1.94435 -2.11656 -2.96116
C -1.43784 -2.84038 -4.03820
C -0.06086 -2.98827 -4.12843
C 0.83146 -2.41001 -3.24187
F 2.12735 -2.59631 -3.47398
C 0.29856 -1.76194 -2.10234
C 0.85773 -1.10944 -0.86703
C 2.21346 -0.81021 -0.31938
C 3.11037 -2.02793 -0.06654
C 3.49968 -0.98683 -1.11320
C 2.22798 0.29754 0.71215
N 1.15977 0.16946 1.72321
C 1.51815 0.30586 3.06504
C 0.54075 0.16412 4.22299
O 2.66207 0.64527 3.45203
H 0.11780 2.23122 -2.50345
H -1.30924 3.25181 -2.03279
H -1.38376 1.43778 -1.96424
H -1.91488 4.24252 0.16664
H -3.59394 2.19476 3.47628
H -2.07005 0.28530 3.09857
H -0.65586 -0.92045 1.82487
H -2.31991 -0.60164 -0.55475
H -3.00359 -1.98995 -2.84059
H -2.12759 -3.21641 -4.78347
H 0.28248 -3.55419 -4.99062
H 2.70488 -3.02452 -0.31880
H 3.69730 -2.04757 0.84229
H 4.33944 -0.32277 -0.85144
H 3.42748 -1.19291 -2.17427
H 3.17699 0.32186 1.24824
H 2.14522 1.27712 0.20098
H -0.25899 -0.57531 4.00545
H 0.13554 1.16155 4.38167
H 1.00682 -0.20430 5.10088
```

Results
SMILES string = COc1cc(Cl)ccc1[C@H]1c2[nH]c3cccc(F)c3c2C2(CC2)CN1C(C)=O
spin multiplicity = 1
DFT total energy = -45452.8354 eV

Atomic partial charges in e from the natural (NBO) method, atoms 1 to 2: number 1, C, carries -0.2484; number 2, O, carries -0.5324

***

- Look up the spin multiplicity of the fourth one.
  1

***

- Which of these has the highest spin multiplicity?
  C22H20BN11O2PtSe